Molecular formula: C6H11N4
Method: DFT, ωB97M-V/def2-TZVPD

Each atom is followed by the atoms it is bonded to, with distances in Å.
CARTESIAN COORDINATES (ANGSTROEM)
1 C 0.24610 -1.38128 1.72353  C2 1.463, C3 1.554, H11 1.108, H12 1.108
2 C -0.81501 -0.89897 0.83899  C1 1.463, C6 1.513, H13 1.053, H14 1.076
3 C 1.22832 -0.17739 1.71388  C1 1.554, N9 1.442, H15 1.113, H16 1.197
4 C -0.52870 0.12929 -1.39507  C6 1.518, N10 1.455, H17 1.016, H18 1.043
5 C 0.16740 2.44384 -1.23900  N7 1.305, N10 1.489, H19 1.033
6 C -0.25133 0.28812 0.08867  C2 1.513, C4 1.518, N9 1.310
7 N 0.98783 2.62548 -0.24068  C5 1.305, N8 1.282
8 N 1.57064 1.77255 0.51897  N7 1.282, N9 1.290
9 N 0.88203 0.68595 0.61175  C3 1.442, C6 1.310, N8 1.290
10 N 0.19655 1.20106 -2.05931  C4 1.455, C5 1.489, H20 1.022, H21 1.116
11 H 0.03145 -1.54978 2.79693  C1 1.108
12 H 0.70712 -2.31598 1.34877  C1 1.108
13 H -1.25905 -1.57447 0.16436  C2 1.053
14 H -1.62025 -0.50826 1.43698  C2 1.076
15 H 1.36504 0.32011 2.70012  C3 1.113
16 H 2.36287 -0.45614 1.45508  C3 1.197
17 H -0.17585 -0.79988 -1.60586  C4 1.016
18 H -1.52230 0.11795 -1.71182  C4 1.043
19 H -0.17597 3.30919 -1.68699  C5 1.033
20 H 1.19849 1.07963 -2.22096  N10 1.022
21 H -0.24755 1.38375 -3.06693  N10 1.116

Computed properties:
Charge: +1
Multiplicity: 1
Max |F|: 4.86 eV/A
Orbital gap (spin up / spin down): 8.485 / 8.486 eV
Molar mass: 139.182 g/mol
LUMO (spin up / spin down): -3.804 / -3.803 eV

=====

Molecular formula: C3H5N3O
Method: DFT, ωB97M-V/def2-TZVPD

Each atom is followed by the atoms it is bonded to, with distances in Å.
CARTESIAN COORDINATES (ANGSTROEM)
1 N 0.49608 1.75715 0.12026  C2 1.411, H8 1.010, H9 1.011
2 C 0.50491 0.34667 0.07247  N1 1.411, C3 1.350, C6 1.442
3 C 1.63284 -0.36901 -0.12069  C2 1.350, O4 1.329, H10 1.079
4 O 1.40237 -1.67782 -0.08652  C3 1.329, N5 1.391
5 N 0.04319 -1.87882 0.13204  O4 1.391, C6 1.311
6 C -0.48903 -0.68524 0.23647  C2 1.442, N5 1.311, N7 1.389
7 N -1.83434 -0.53944 0.54834  C6 1.389, H11 1.011, H12 1.015
8 H 0.00683 2.20657 -0.64057  N1 1.010
9 H 0.23343 2.14376 1.01728  N1 1.011
10 H 2.63105 0.00904 -0.27508  C3 1.079
11 H -2.30928 0.15375 -0.01416  N7 1.011
12 H -2.32585 -1.42676 0.52967  N7 1.015

Computed properties:
Charge: 0
SMILES string: Nc1conc1N
Multiplicity: 1
Max |F|: 0.41 eV/A
Orbital gap: 10.036 eV
Molar mass: 99.093 g/mol
LUMO: 0.775 eV

=====

Molecular formula: CHPS3
Method: DFT, ωB97M-V/def2-TZVPD

Each atom is followed by the atoms it is bonded to, with distances in Å.
CARTESIAN COORDINATES (ANGSTROEM)
1 C 1.44429 1.04495 -0.32952  S3 1.571, S5 1.777
2 P 3.56750 -1.51144 -0.43783  S4 1.925, S5 2.453
3 S 2.67566 2.02056 -0.29299  C1 1.571
4 S 4.51857 -0.13729 0.51761  P2 1.925
5 S 1.41520 -0.60938 0.31821  C1 1.777, P2 2.453, H6 1.424
6 H 0.13625 -0.75732 -0.29004  S5 1.424

Computed properties:
Charge: 0
Multiplicity: 1
Max |F|: 2.30 eV/A
Orbital gap (spin up / spin down): 6.918 / 6.105 eV
Molar mass: 140.194 g/mol
LUMO (spin up / spin down): -1.048 / -1.312 eV

=====

Q: Among the records above, which one has the lowest max |F|?
A: C3H5N3O

=====

Q: Look up the max |F| of the first one.
A: 4.86 eV/A

=====

Q: Which of these has the highest charge?
A: C6H11N4